--- a ---
Here is an isolated ion of composition C5H9N2S and charge +1 from OMol25. Energies are from wB97M-V/def2-TZVPD.

Bonds (Å) are listed after each position.
Element x y z (Å)
1 S -1.419 -1.902 -2.562  C2 1.624
2 C -0.231 -2.309 -1.532  S1 1.624, C3 1.371, H9 1.174
3 C 0.165 -1.772 -0.335  C2 1.371, N4 1.404, H10 1.107
4 N -0.160 -0.486 0.128  C3 1.404, C5 1.305, C8 1.485
5 C -0.997 0.427 -0.285  N4 1.305, N6 1.564, H11 1.126
6 N -0.664 1.813 0.359  C5 1.564, C7 1.468, H12 1.073, H13 1.032
7 C 0.740 1.559 0.708  N6 1.468, C8 1.513, H14 1.094, H15 1.113
8 C 0.752 0.108 1.137  N4 1.485, C7 1.513, H16 1.076, H17 1.131
9 H 0.345 -3.294 -1.809  C2 1.174
10 H 1.012 -2.265 0.177  C3 1.107
11 H -1.612 0.261 -1.212  C5 1.126
12 H -1.326 1.846 1.203  N6 1.073
13 H -0.921 2.554 -0.311  N6 1.032
14 H 1.130 2.267 1.444  C7 1.094
15 H 1.214 1.635 -0.297  C7 1.113
16 H 1.751 -0.287 1.086  C8 1.076
17 H 0.221 -0.154 2.101  C8 1.131

Calculated values
frontier orbital gap (alpha / beta)	0.2673 / 0.2586	Eh
LUMO (alpha / beta)	-4.439 / -4.620	eV
structure (SMILES)	[S-]/C=C\[N+]1=C[NH2+]CC1
charge	+1

--- b ---
Here is an isolated ion of composition C5H9N2S and charge +1 from OMol25. Energies are from wB97M-V/def2-TZVPD.

Bonds (Å) are listed after each position.
Element x y z (Å)
1 C 0.285 1.895 -1.484  N7 1.296, S8 1.612
2 C -0.491 -1.206 -0.435  C4 1.596, N6 1.477, H9 1.096, H10 1.073
3 C -0.369 0.378 1.501  C5 1.551, N6 1.432, H11 1.073, H12 1.018
4 C 0.554 -0.582 -1.467  C2 1.596, N7 1.459, H13 1.034, H14 1.128
5 C 0.734 1.469 1.517  C3 1.551, S8 1.938, H15 1.099, H16 1.055
6 N 0.166 -0.754 0.807  C2 1.477, C3 1.432
7 N 0.046 0.703 -1.933  C1 1.296, C4 1.459, H17 1.076
8 S 0.926 2.481 -0.125  C1 1.612, C5 1.938
9 H -1.523 -0.859 -0.560  C2 1.096
10 H -0.448 -2.278 -0.396  C2 1.073
11 H -0.034 0.204 2.506  C3 1.073
12 H -1.286 0.618 1.132  C3 1.018
13 H 1.442 -0.510 -0.943  C4 1.034
14 H 0.605 -1.278 -2.353  C4 1.128
15 H 0.706 2.261 2.278  C5 1.099
16 H 1.665 1.000 1.674  C5 1.055
17 H -0.472 0.627 -2.873  N7 1.076

Calculated values
frontier orbital gap (alpha / beta)	0.2470 / 0.3358	Eh
LUMO (alpha / beta)	-6.756 / -4.943	eV
charge	+1

--- c ---
Here is an isolated ion of composition C5H9N2S and charge +1 from OMol25. Energies are from wB97M-V/def2-TZVPD.

Bonds (Å) are listed after each position.
Element x y z (Å)
1 C 2.412 1.328 -0.397  C2 1.243, C3 1.505, H9 1.099
2 C 2.712 0.924 0.740  C1 1.243, H10 1.026
3 C 1.099 1.916 -0.838  C1 1.505, N6 1.296, S8 1.597
4 C -1.614 0.161 0.544  N7 1.461, H11 1.140, H12 1.180, H13 1.149
5 C 0.321 -1.176 -0.164  N7 1.379, H14 1.075, H15 1.144, H16 1.145
6 N 0.043 1.164 -0.810  C3 1.296, N7 1.387, H17 1.036
7 N -0.276 0.060 -0.034  C4 1.461, C5 1.379, N6 1.387
8 S 1.127 3.319 -1.601  C3 1.597
9 H 3.226 1.386 -1.133  C1 1.099
10 H 2.440 0.690 1.701  C2 1.026
11 H -1.763 1.176 1.040  C4 1.140
12 H -2.602 -0.023 -0.074  C4 1.180
13 H -1.768 -0.651 1.343  C4 1.149
14 H -0.393 -1.974 -0.263  C5 1.075
15 H 0.835 -1.240 -1.185  C5 1.144
16 H 1.128 -1.433 0.607  C5 1.145
17 H -0.777 1.526 -1.328  N6 1.036

Calculated values
frontier orbital gap (alpha / beta)	0.1746 / 0.1774	Eh
LUMO (alpha / beta)	-7.847 / -7.792	eV
charge	+1

Pick a: it beats the second-best structure by 54.2 kcal/mol.

--- a ---
Here is a 9-piece molecular cluster, C9H36O9 overall from OMol25. Energies are from wB97M-V/def2-TZVPD.

Bonds (Å) are listed after each position.
Element x y z (Å)
1 C -4.329 0.443 0.483  O2 1.445, H3 1.090, H4 1.090, H5 1.090
2 O -3.473 -0.401 1.284  C1 1.445, H6 0.960
3 H -5.373 0.174 0.644  C1 1.090
4 H -4.135 1.480 0.753  C1 1.090
5 H -4.226 0.246 -0.584  C1 1.090
6 H -2.679 0.138 1.276  O2 0.960
7 C 2.863 1.895 3.760  O8 1.388, H9 1.090, H10 1.090, H11 1.090
8 O 2.724 1.424 2.462  C7 1.388, H12 0.960
9 H 2.246 1.359 4.482  C7 1.090
10 H 3.911 1.646 3.929  C7 1.090
11 H 2.711 2.969 3.868  C7 1.090
12 H 2.475 0.507 2.601  O8 0.960
13 C 0.358 -0.130 0.507  O14 1.397, H15 1.090, H16 1.090, H17 1.090
14 O -0.832 0.338 -0.056  C13 1.397, H18 0.960
15 H 0.273 0.034 1.581  C13 1.090
16 H 0.481 -1.187 0.270  C13 1.090
17 H 1.217 0.496 0.266  C13 1.090
18 H -0.685 0.473 -0.995  O14 0.960
19 C 3.624 -0.343 -1.182  O20 1.411, H21 1.090, H22 1.090, H23 1.090
20 O 3.330 0.864 -1.849  C19 1.411, H24 0.960
21 H 2.934 -1.166 -1.369  C19 1.090
22 H 4.610 -0.795 -1.290  C19 1.090
23 H 3.744 -0.196 -0.108  C19 1.090
24 H 3.732 1.567 -1.333  O20 0.960
25 C -3.051 2.973 -1.907  O26 1.388, H27 1.090, H28 1.090, H29 1.090
26 O -4.396 2.727 -2.150  C25 1.388, H30 0.960
27 H -3.109 3.950 -1.425  C25 1.090
28 H -2.606 2.135 -1.371  C25 1.090
29 H -2.449 3.080 -2.809  C25 1.090
30 H -4.432 1.983 -2.755  O26 0.960
31 C 0.645 -1.235 4.122  O32 1.392, H33 1.090, H34 1.090, H35 1.090
32 O 1.912 -1.081 3.567  C31 1.392, H36 0.960
33 H 0.094 -1.919 3.477  C31 1.090
34 H 0.660 -1.821 5.040  C31 1.090
35 H 0.090 -0.309 4.270  C31 1.090
36 H 2.306 -1.943 3.419  O32 0.960
37 C 3.046 -3.919 1.553  O38 1.429, H39 1.090, H40 1.090, H41 1.090
38 O 2.988 -3.666 2.959  C37 1.429, H42 0.960
39 H 2.544 -4.876 1.412  C37 1.090
40 H 2.414 -3.096 1.223  C37 1.090
41 H 4.066 -3.921 1.168  C37 1.090
42 H 2.906 -4.567 3.281  O38 0.960
43 C 0.251 1.441 -4.300  O44 1.486, H45 1.090, H46 1.090, H47 1.090
44 O 0.281 1.364 -2.816  C43 1.486, H48 0.960
45 H -0.763 1.305 -4.675  C43 1.090
46 H 0.618 2.399 -4.669  C43 1.090
47 H 0.862 0.618 -4.670  C43 1.090
48 H 1.137 1.148 -2.439  O44 0.960
49 C -3.264 -0.736 -3.128  O50 1.395, H51 1.090, H52 1.090, H53 1.090
50 O -4.546 -0.253 -3.393  C49 1.395, H54 0.960
51 H -2.895 -0.649 -2.107  C49 1.090
52 H -3.156 -1.803 -3.324  C49 1.090
53 H -2.522 -0.158 -3.679  C49 1.090
54 H -5.130 -1.005 -3.273  O50 0.960

Calculated values
frontier orbital gap	0.3644	Eh
LUMO	0.361	eV
structure (SMILES)	CO.CO.CO.CO.CO.CO.CO.CO.CO
charge	0

--- b ---
Here is a 9-piece molecular cluster, C9H36O9 overall from OMol25. Energies are from wB97M-V/def2-TZVPD.

Bonds (Å) are listed after each position.
Element x y z (Å)
1 C 3.672 2.699 -1.066  O2 1.413, H3 1.097, H4 1.086, H5 1.094
2 O 2.935 2.413 0.106  C1 1.413, H6 0.961
3 H 4.552 3.306 -0.823  C1 1.097
4 H 4.016 1.770 -1.511  C1 1.086
5 H 3.122 3.314 -1.786  C1 1.094
6 H 2.700 3.249 0.516  O2 0.961
7 C -4.542 -0.261 -1.552  O8 1.425, H9 1.087, H10 1.088, H11 1.094
8 O -3.638 0.495 -0.750  C7 1.425, H12 0.961
9 H -4.718 0.256 -2.491  C7 1.087
10 H -4.132 -1.257 -1.706  C7 1.088
11 H -5.512 -0.322 -1.051  C7 1.094
12 H -3.256 -0.065 -0.069  O8 0.961
13 C -2.005 -3.586 -0.894  O14 1.415, H15 1.089, H16 1.090, H17 1.095
14 O -1.837 -4.436 -2.012  C13 1.415, H18 0.960
15 H -2.768 -2.855 -1.159  C13 1.089
16 H -2.237 -4.080 0.050  C13 1.090
17 H -1.081 -3.016 -0.746  C13 1.095
18 H -1.481 -5.281 -1.729  O14 0.960
19 C -2.029 0.357 3.533  O20 1.393, H21 1.097, H22 1.090, H23 1.097
20 O -1.001 0.801 2.704  C19 1.393, H24 0.964
21 H -2.845 -0.156 3.009  C19 1.097
22 H -1.662 -0.356 4.272  C19 1.090
23 H -2.519 1.159 4.098  C19 1.097
24 H -1.304 1.096 1.838  O20 0.964
25 C -2.617 3.390 0.936  O26 1.416, H27 1.094, H28 1.088, H29 1.095
26 O -1.752 2.462 0.306  C25 1.416, H30 0.967
27 H -3.093 2.937 1.811  C25 1.094
28 H -2.098 4.302 1.223  C25 1.088
29 H -3.408 3.692 0.243  C25 1.095
30 H -2.337 1.842 -0.149  O26 0.967
31 C 1.642 -3.563 3.372  O32 1.427, H33 1.092, H34 1.093, H35 1.088
32 O 2.043 -4.918 3.567  C31 1.427, H36 0.958
33 H 0.617 -3.452 3.732  C31 1.092
34 H 2.265 -2.876 3.952  C31 1.093
35 H 1.750 -3.272 2.330  C31 1.088
36 H 2.605 -4.962 4.342  O32 0.958
37 C 0.010 3.761 -2.776  O38 1.428, H39 1.095, H40 1.087, H41 1.091
38 O 0.137 2.339 -2.735  C37 1.428, H42 0.961
39 H 1.009 4.125 -3.038  C37 1.095
40 H -0.672 4.055 -3.570  C37 1.087
41 H -0.319 4.074 -1.785  C37 1.091
42 H 0.562 2.110 -1.905  O38 0.961
43 C 0.497 -0.542 -0.452  O44 1.413, H45 1.090, H46 1.098, H47 1.094
44 O 0.516 -1.215 0.790  C43 1.413, H48 0.964
45 H 0.806 -1.187 -1.274  C43 1.090
46 H -0.525 -0.221 -0.690  C43 1.098
47 H 1.095 0.370 -0.544  C43 1.094
48 H 0.515 -0.556 1.494  O44 0.964
49 C 4.523 -1.277 -1.966  O50 1.418, H51 1.095, H52 1.086, H53 1.097
50 O 5.184 -2.053 -0.980  C49 1.418, H54 0.961
51 H 5.193 -0.504 -2.357  C49 1.095
52 H 4.162 -1.951 -2.737  C49 1.086
53 H 3.677 -0.707 -1.566  C49 1.097
54 H 5.585 -1.445 -0.353  O50 0.961

Calculated values
frontier orbital gap	0.3851	Eh
LUMO	0.502	eV
structure (SMILES)	CO.CO.CO.CO.CO.CO.CO.CO.CO
charge	0

--- c ---
Here is a 9-piece molecular cluster, C9H36O9 overall from OMol25. Energies are from wB97M-V/def2-TZVPD.

Bonds (Å) are listed after each position.
Element x y z (Å)
1 C -27.633 4.369 -6.624  O2 1.417, H3 1.094, H4 1.093, H5 1.090
2 O -26.654 4.077 -5.642  C1 1.417, H6 0.962
3 H -27.156 4.457 -7.605  C1 1.094
4 H -28.448 3.643 -6.686  C1 1.093
5 H -28.068 5.340 -6.388  C1 1.090
6 H -26.416 3.149 -5.727  O2 0.962
7 C -26.527 2.029 -11.277  O8 1.413, H9 1.096, H10 1.103, H11 1.090
8 O -25.785 2.731 -10.301  C7 1.413, H12 0.970
9 H -27.551 1.819 -10.951  C7 1.096
10 H -26.590 2.600 -12.218  C7 1.103
11 H -26.035 1.086 -11.515  C7 1.090
12 H -26.358 3.438 -9.966  O8 0.970
13 C -27.786 -0.390 -8.305  O14 1.415, H15 1.092, H16 1.088, H17 1.099
14 O -28.180 0.795 -7.639  C13 1.415, H18 0.958
15 H -28.394 -0.607 -9.185  C13 1.092
16 H -26.735 -0.355 -8.584  C13 1.088
17 H -27.883 -1.254 -7.633  C13 1.099
18 H -29.104 0.971 -7.816  O14 0.958
19 C -24.811 4.657 -13.438  O20 1.402, H21 1.095, H22 1.093, H23 1.091
20 O -23.757 5.488 -13.841  C19 1.402, H24 0.957
21 H -24.444 3.665 -13.153  C19 1.095
22 H -25.389 5.033 -12.590  C19 1.093
23 H -25.513 4.522 -14.262  C19 1.091
24 H -23.379 5.978 -13.111  O20 0.957
25 C -32.284 7.083 -11.427  O26 1.416, H27 1.095, H28 1.087, H29 1.097
26 O -32.305 7.319 -12.823  C25 1.416, H30 0.959
27 H -32.031 7.981 -10.854  C25 1.095
28 H -33.264 6.704 -11.149  C25 1.087
29 H -31.489 6.392 -11.122  C25 1.097
30 H -31.967 8.195 -13.014  O26 0.959
31 C -28.962 4.268 -9.943  O32 1.401, H33 1.089, H34 1.098, H35 1.094
32 O -27.740 4.947 -10.046  C31 1.401, H36 0.967
33 H -28.934 3.572 -9.106  C31 1.089
34 H -29.792 4.954 -9.732  C31 1.098
35 H -29.217 3.709 -10.848  C31 1.094
36 H -27.654 5.437 -10.875  O32 0.967
37 C -27.987 7.993 -8.977  O38 1.438, H39 1.092, H40 1.087, H41 1.086
38 O -27.361 9.284 -9.070  C37 1.438, H42 0.960
39 H -28.722 7.988 -8.168  C37 1.092
40 H -28.516 7.847 -9.916  C37 1.087
41 H -27.213 7.246 -8.826  C37 1.086
42 H -26.702 9.336 -8.374  O38 0.960
43 C -33.058 3.924 -9.426  O44 1.429, H45 1.087, H46 1.095, H47 1.090
44 O -33.900 3.304 -10.400  C43 1.429, H48 0.959
45 H -33.005 3.309 -8.531  C43 1.087
46 H -32.044 3.956 -9.839  C43 1.095
47 H -33.403 4.928 -9.177  C43 1.090
48 H -33.604 3.605 -11.261  O44 0.959
49 C -28.947 6.636 -13.227  O50 1.416, H51 1.097, H52 1.095, H53 1.086
50 O -28.035 5.652 -12.772  C49 1.416, H54 0.958
51 H -28.496 7.250 -14.017  C49 1.097
52 H -29.824 6.177 -13.694  C49 1.095
53 H -29.268 7.280 -12.415  C49 1.086
54 H -27.963 4.912 -13.374  O50 0.958

Calculated values
frontier orbital gap	0.3798	Eh
LUMO	0.228	eV
structure (SMILES)	CO.CO.CO.CO.CO.CO.CO.CO.CO
charge	0

--- d ---
Here is a 9-piece molecular cluster, C9H36O9 overall from OMol25. Energies are from wB97M-V/def2-TZVPD.

Bonds (Å) are listed after each position.
Element x y z (Å)
1 C -3.062 1.037 1.581  O2 1.405, H3 1.087, H4 1.213, H5 1.029
2 O -2.009 1.794 2.122  C1 1.405, H6 1.017
3 H -3.645 0.639 2.408  C1 1.087
4 H -2.678 0.156 0.841  C1 1.213
5 H -3.738 1.631 1.083  C1 1.029
6 H -1.132 1.491 1.705  O2 1.017
7 C 2.203 -4.256 0.497  O8 1.435, H9 1.039, H10 1.180, H11 1.235
8 O 0.996 -5.020 0.359  C7 1.435, H12 0.971
9 H 2.118 -3.499 -0.209  C7 1.039
10 H 3.013 -4.998 0.066  C7 1.180
11 H 2.411 -3.829 1.637  C7 1.235
12 H 1.294 -5.872 0.001  O8 0.971
13 C -0.428 4.192 0.164  O14 1.520, H15 1.079, H16 1.120, H17 1.313
14 O -0.592 4.315 -1.342  C13 1.520, H18 1.130
15 H 0.290 3.457 0.493  C13 1.079
16 H -1.413 4.280 0.690  C13 1.120
17 H 0.281 5.272 0.398  C13 1.313
18 H 0.414 3.828 -1.511  O14 1.130
19 C 1.279 -1.809 3.402  O20 1.526, H21 1.074, H22 1.076, H23 1.077
20 O 0.355 -0.595 3.363  C19 1.526, H24 0.977
21 H 1.954 -1.443 2.651  C19 1.074
22 H 1.011 -2.849 3.461  C19 1.076
23 H 1.585 -1.605 4.414  C19 1.077
24 H 0.191 -0.359 4.297  O20 0.977
25 C 3.146 0.933 -3.299  O26 1.438, H27 1.175, H28 0.985, H29 1.198
26 O 3.903 0.485 -4.437  C25 1.438, H30 0.935
27 H 3.718 0.835 -2.277  C25 1.175
28 H 2.411 0.279 -3.253  C25 0.985
29 H 2.600 1.995 -3.207  C25 1.198
30 H 3.786 -0.419 -4.644  O26 0.935
31 C -4.374 -2.172 0.185  O32 1.425, H33 1.134, H34 0.993, H35 1.227
32 O -3.328 -2.454 1.110  C31 1.425, H36 1.121
33 H -4.937 -1.188 0.181  C31 1.134
34 H -5.046 -2.895 0.077  C31 0.993
35 H -3.986 -2.053 -0.973  C31 1.227
36 H -2.465 -2.862 0.522  O32 1.121
37 C 3.745 2.220 0.334  O38 1.556, H39 1.068, H40 1.236, H41 1.118
38 O 4.271 3.233 -0.723  C37 1.556, H42 0.966
39 H 4.266 1.291 0.253  C37 1.068
40 H 2.546 1.979 0.158  C37 1.236
41 H 3.785 2.735 1.326  C37 1.118
42 H 5.225 3.376 -0.682  O38 0.966
43 C 0.220 -0.429 -0.082  O44 1.350, H45 1.078, H46 1.078, H47 1.072
44 O 0.199 0.620 0.767  C43 1.350, H48 0.978
45 H 0.501 -0.401 -1.122  C43 1.078
46 H -0.763 -0.764 -0.371  C43 1.078
47 H 0.366 -1.397 0.356  C43 1.072
48 H 0.327 0.332 1.693  O44 0.978
49 C -3.358 0.343 -2.108  O50 1.439, H51 1.004, H52 1.204, H53 1.112
50 O -3.198 -0.722 -3.062  C49 1.439, H54 1.107
51 H -3.224 1.221 -2.577  C49 1.004
52 H -2.547 0.780 -1.333  C49 1.204
53 H -4.425 0.306 -1.797  C49 1.112
54 H -4.062 -1.173 -3.586  O50 1.107

Calculated values
frontier orbital gap	0.3570	Eh
LUMO	0.280	eV
structure (SMILES)	CO.CO.CO.CO.CO.CO.CO.CO.CO
charge	0

Pick c: it beats the second-best structure by 1.8 kcal/mol.